Entry 1:
{
  "formula": "C41H36BiN3OPSSe",
  "method": "ωB97M-V with the def2-TZVPD basis set",
  "species": ["Bi", "Se", "S", "P", "O", "N", "N", "N", "C", "C", "C", "C", "C", "C", "C", "C", "C", "C", "C", "C", "C", "C", "C", "C", "C", "C", "C", "C", "C", "C", "C", "C", "C", "C", "C", "C", "C", "C", "C", "C", "C", "C", "C", "C", "C", "C", "C", "C", "C", "H", "H", "H", "H", "H", "H", "H", "H", "H", "H", "H", "H", "H", "H", "H", "H", "H", "H", "H", "H", "H", "H", "H", "H", "H", "H", "H", "H", "H", "H", "H", "H", "H", "H", "H", "H"],
  "coordinates": [[0.15, -1.17, -0.92], [-0.63, -2.37, -3.22], [1.00, -3.26, 0.45], [-1.86, 1.38, 0.83], [2.20, -0.82, -2.45], [-2.89, -6.47, -2.54], [-0.12, 1.88, -4.62], [-0.26, 0.96, -2.64], [-0.02, 1.51, 0.93], [0.91, 0.77, 1.68], [2.76, 0.15, -3.07], [4.66, -1.54, 0.91], [2.51, -2.60, 1.12], [-3.70, 3.33, 1.22], [-2.53, 4.69, 3.29], [-2.18, -5.92, -1.56], [4.88, -1.65, 2.28], [2.73, 2.31, -4.25], [4.10, 2.32, -4.37], [-2.37, -0.01, 1.89], [-3.03, -2.22, 3.45], [-2.25, -4.59, -3.90], [3.90, -2.25, 3.07], [-3.08, -0.94, 4.01], [-2.38, -1.30, 1.29], [2.72, -2.71, 2.50], [-2.76, 0.14, 3.22], [0.58, 1.32, -3.59], [-0.59, 3.15, 3.42], [0.56, -0.23, 2.75], [-2.69, -2.38, 2.12], [-2.49, 2.86, 1.73], [4.82, 1.24, -3.85], [2.27, 0.96, 1.41], [-1.52, -4.01, -2.85], [3.49, -2.01, 0.33], [2.71, 1.86, 0.45], [-1.49, -4.72, -1.66], [1.79, 2.60, -0.27], [2.04, 1.26, -3.62], [-1.46, 1.88, -4.30], [-1.89, 3.56, 2.79], [-4.33, 4.45, 1.74], [-3.74, 5.14, 2.78], [-2.06, -1.55, -0.14], [4.18, 0.20, -3.22], [0.44, 2.41, -0.03], [-1.52, 1.30, -3.07], [-2.90, -5.79, -3.69], [-0.08, -1.03, 2.39], [5.79, -1.29, 2.72], [0.27, 3.48, 2.83], [-3.38, -0.80, 5.04], [-5.28, 4.78, 1.33], [-3.47, -6.24, -4.50], [3.33, -1.91, -0.74], [-0.93, -4.36, -0.80], [5.90, 1.23, -3.94], [-3.26, -3.08, 4.06], [-0.28, 2.93, -0.65], [2.99, 0.36, 1.95], [-0.50, 3.58, 4.42], [5.41, -1.07, 0.28], [1.48, -0.69, 3.12], [-2.67, -3.38, 1.69], [4.74, -0.64, -2.82], [-2.07, 5.23, 4.11], [4.61, 3.15, -4.85], [0.29, 2.17, -5.49], [-4.14, 2.80, 0.38], [2.16, 3.15, -4.62], [-2.80, 1.14, 3.64], [-2.32, -2.57, -0.40], [-2.39, 1.10, -2.47], [-2.31, -4.10, -4.86], [-2.61, -0.88, -0.80], [0.05, 0.23, 3.60], [-4.21, 6.02, 3.20], [3.77, 1.94, 0.25], [-2.16, -6.46, -0.62], [4.05, -2.34, 4.14], [-0.50, 2.06, 3.51], [2.12, 3.28, -1.05], [1.96, -3.16, 3.12], [-2.21, 2.25, -4.96]],
  "mulliken_charge": [2.205, -0.262, -0.598, 0.823, -0.971, -0.652, -0.019, 0.485, 1.199, 1.653, 0.424, -0.390, 0.499, -0.984, -0.749, -0.522, -0.678, -0.753, -0.923, 0.994, -0.846, -0.666, -0.306, -0.847, 0.437, -0.886, -0.794, -0.138, -0.868, -1.004, -0.607, 0.430, -0.437, -0.815, 0.461, -0.216, -0.787, 0.177, -0.928, 0.400, -1.033, 1.026, -0.734, -0.641, -1.583, -0.655, -1.502, -0.500, -0.328, -0.062, 0.361, 0.324, 0.416, 0.409, 0.340, 0.369, 0.126, 0.365, 0.388, 0.392, 0.528, 0.529, 0.389, 0.104, 0.412, 0.453, 0.400, 0.374, 0.267, 0.379, 0.371, 0.406, 0.539, 0.379, 0.350, 0.350, 0.469, 0.367, 0.345, 0.371, 0.336, -0.322, 0.308, 0.433, 0.441],
  "charge": -1,
  "fmax_ev_per_a": 0.264,
  "orbital_gap_ev": 6.9
}

Entry 2:
{
  "formula": "C20H21N3O3STi",
  "method": "ωB97M-V with the def2-TZVPD basis set",
  "species": ["Ti", "S", "O", "O", "O", "N", "N", "N", "C", "C", "C", "C", "C", "C", "C", "C", "C", "C", "C", "C", "C", "C", "C", "C", "C", "C", "C", "C", "H", "H", "H", "H", "H", "H", "H", "H", "H", "H", "H", "H", "H", "H", "H", "H", "H", "H", "H", "H", "H"],
  "coordinates": [[0.31, -1.31, -0.11], [-0.36, 1.60, 2.02], [-1.30, 2.48, 1.37], [1.98, -0.09, -0.31], [-0.75, 0.78, 3.14], [-1.95, -1.39, -0.28], [0.22, 0.52, 0.85], [-0.21, -0.17, -1.99], [0.76, -3.65, -1.10], [-4.76, -0.94, -0.43], [-2.81, -1.91, 0.63], [3.49, 2.03, 1.27], [1.94, -2.71, -0.86], [0.31, 1.77, -3.34], [-1.53, 0.18, -2.06], [0.18, -2.23, 1.79], [0.66, 0.56, -2.74], [-1.03, 2.19, -3.34], [1.74, 3.31, 3.08], [3.10, 3.61, 3.04], [1.49, 0.77, 0.52], [2.10, 1.85, 1.22], [3.99, 2.94, 2.18], [-1.95, 1.36, -2.71], [1.25, 2.36, 2.18], [-2.49, -0.59, -1.25], [-3.89, -0.40, -1.36], [-4.19, -1.67, 0.61], [0.05, -3.22, -1.82], [2.19, -2.62, 0.22], [-5.84, -0.79, -0.49], [4.09, 1.40, 0.62], [-0.30, -3.20, 2.03], [1.03, 3.81, 3.73], [1.83, -1.76, -1.43], [3.50, 4.33, 3.75], [-0.40, -1.46, 2.35], [1.17, -4.54, -1.61], [-3.01, 1.65, -2.66], [-2.34, -2.53, 1.39], [-4.79, -2.06, 1.42], [5.06, 3.13, 2.21], [1.17, -2.18, 2.28], [0.29, -3.98, -0.16], [1.07, 2.40, -3.77], [1.67, 0.18, -2.81], [2.87, -3.09, -1.30], [-1.35, 3.13, -3.80], [-4.27, 0.18, -2.19]],
  "lowdin_spin": [1.031, 0.000, 0.000, -0.001, 0.001, 0.122, 0.001, 0.127, 0.014, 0.077, 0.032, 0.004, 0.019, 0.071, 0.106, 0.000, 0.027, 0.071, -0.001, 0.005, 0.017, 0.000, 0.000, 0.023, 0.004, 0.117, 0.022, 0.071, 0.004, 0.003, 0.004, 0.000, 0.003, 0.000, 0.003, 0.000, 0.006, 0.002, 0.000, 0.000, 0.004, 0.000, -0.001, 0.002, 0.004, 0.000, 0.000, 0.004, 0.000],
  "spin_multiplicity": 3,
  "charge": 0,
  "fmax_ev_per_a": 3.429,
  "orbital_gap_ev": [4.2, 7.7],
  "s_squared": 2.0176
}

Entry 3:
{
  "formula": "C3H2O3",
  "method": "ωB97M-V with the def2-TZVPD basis set",
  "species": ["O", "O", "O", "C", "C", "C", "H", "H"],
  "coordinates": [[-0.15, 1.14, 1.53], [-1.27, -0.64, -1.16], [1.89, -0.27, 0.09], [-0.43, -0.22, -0.40], [-0.63, 1.06, 0.43], [0.91, -0.91, -0.17], [-1.25, 1.86, -0.01], [0.94, -2.01, -0.30]],
  "mulliken_charge": [-0.396, -0.461, -0.398, 0.483, 0.035, 0.032, 0.351, 0.353],
  "charge": 0,
  "fmax_ev_per_a": 0.711,
  "orbital_gap_ev": 8.7,
  "smiles": "O=CC(=O)C=O"
}

Entry 4:
{
  "formula": "C3H12N4",
  "method": "ωB97M-V with the def2-TZVPD basis set",
  "species": ["N", "N", "N", "N", "C", "C", "C", "H", "H", "H", "H", "H", "H", "H", "H", "H", "H", "H", "H"],
  "coordinates": [[0.33, 2.52, -0.03], [0.46, -2.13, 0.23], [-0.16, -0.97, -0.30], [0.59, 0.16, 0.06], [-1.40, 1.22, 1.00], [-0.07, 1.38, 0.34], [-0.37, -1.03, -1.75], [1.26, 2.52, -0.46], [-1.30, 0.64, 1.92], [-1.02, -1.87, -1.97], [-2.08, 0.68, 0.34], [1.48, 0.27, -0.44], [1.61, 0.33, 1.71], [-1.81, 2.20, 1.23], [-0.25, -2.81, 0.44], [-0.85, -0.11, -2.07], [0.58, -1.15, -2.30], [1.15, -2.53, -0.40], [1.84, 0.68, 2.46]],
  "mulliken_charge": [-0.733, -0.685, 0.044, -0.174, -0.978, 0.634, -0.970, 0.191, 0.271, 0.319, 0.236, 0.308, -0.238, 0.373, 0.247, 0.303, 0.381, 0.215, 0.257],
  "charge": 0,
  "fmax_ev_per_a": 3.208,
  "orbital_gap_ev": 9.9
}

Entry 5:
{
  "formula": "C20H70N12O15",
  "method": "ωB97M-V with the def2-TZVPD basis set",
  "species": ["O", "O", "O", "O", "O", "O", "O", "O", "O", "O", "O", "O", "O", "O", "O", "N", "N", "N", "N", "N", "N", "N", "N", "N", "N", "N", "N", "C", "C", "C", "C", "C", "C", "C", "C", "C", "C", "C", "C", "C", "C", "C", "C", "C", "C", "C", "C", "H", "H", "H", "H", "H", "H", "H", "H", "H", "H", "H", "H", "H", "H", "H", "H", "H", "H", "H", "H", "H", "H", "H", "H", "H", "H", "H", "H", "H", "H", "H", "H", "H", "H", "H", "H", "H", "H", "H", "H", "H", "H", "H", "H", "H", "H", "H", "H", "H", "H", "H", "H", "H", "H", "H", "H", "H", "H", "H", "H", "H", "H", "H", "H", "H", "H", "H", "H", "H", "H"],
  "coordinates": [[4.02, 27.72, 3.43], [-2.35, 25.23, 1.14], [-0.35, 25.73, -1.95], [1.61, 24.81, 0.19], [-0.56, 29.27, 3.82], [5.70, 32.57, 0.35], [3.15, 25.32, -2.00], [2.48, 31.22, 3.51], [-0.22, 29.51, -0.05], [5.42, 29.29, 1.74], [-3.74, 28.63, 0.34], [-0.52, 31.88, 0.93], [3.40, 28.50, 6.66], [3.98, 30.13, -1.87], [1.52, 29.67, -3.28], [-0.67, 29.00, -2.77], [-2.88, 29.38, 3.19], [1.01, 24.68, -3.54], [1.08, 28.83, 6.88], [-1.10, 24.68, -3.94], [-2.03, 30.94, 4.48], [3.72, 31.32, 0.80], [1.88, 28.66, 4.80], [-0.07, 29.10, -4.82], [4.42, 32.62, 2.40], [-1.82, 27.19, 2.20], [-1.51, 27.19, 0.03], [-1.87, 26.51, 1.10], [-3.79, 29.63, -0.65], [1.60, 28.63, 1.18], [4.56, 32.24, 1.10], [-0.16, 24.96, -3.09], [2.21, 25.09, 2.46], [-3.88, 28.80, -1.94], [4.48, 31.35, -2.47], [2.13, 28.64, 6.09], [3.06, 26.74, -1.90], [1.38, 32.12, 3.31], [4.91, 25.97, 4.75], [5.02, 26.77, 3.51], [1.10, 24.82, 1.50], [1.05, 28.96, -0.17], [5.30, 28.47, 0.64], [-0.27, 32.93, -0.02], [0.68, 32.53, -1.09], [0.28, 29.17, -3.61], [-1.84, 29.86, 3.81], [2.28, 27.08, -2.59], [-1.15, 23.73, -4.36], [0.70, 29.37, -5.50], [4.41, 28.40, 2.87], [1.00, 28.94, 4.40], [0.17, 28.61, 6.51], [1.96, 29.38, 1.88], [5.86, 25.42, 5.01], [-0.25, 30.46, 0.28], [0.84, 25.06, -0.38], [-1.47, 26.64, -0.81], [1.91, 25.31, 3.47], [3.98, 27.23, -2.08], [3.15, 25.01, -1.06], [0.57, 31.48, -1.42], [-3.75, 29.96, 3.06], [3.97, 30.82, -0.06], [1.00, 28.08, -0.83], [-2.94, 28.14, 0.16], [2.74, 31.30, 1.10], [-0.84, 32.29, 1.73], [5.16, 26.08, 2.66], [-4.86, 28.35, -2.00], [2.38, 27.92, 1.19], [-1.06, 27.93, 2.37], [1.27, 28.83, 7.93], [-1.06, 28.92, -5.13], [0.50, 31.54, 3.35], [1.30, 32.85, 4.11], [1.81, 29.59, -0.63], [0.53, 23.90, 1.79], [-1.09, 28.12, 0.08], [2.77, 26.99, -0.85], [4.41, 26.47, 5.63], [1.21, 24.40, -4.45], [4.25, 28.37, 0.39], [5.05, 33.33, 2.77], [5.41, 31.60, -1.99], [0.48, 25.73, 1.45], [-2.71, 28.51, 2.62], [5.88, 27.36, 3.68], [-3.05, 28.11, -2.10], [1.50, 32.54, 2.32], [3.23, 29.94, -2.44], [0.60, 33.34, -1.91], [0.84, 28.11, 1.77], [-1.34, 31.21, 5.24], [4.94, 30.09, 1.57], [5.78, 27.51, 0.78], [4.68, 31.22, -3.47], [-3.86, 29.47, -2.83], [-1.66, 28.75, -2.99], [4.19, 25.17, 4.58], [-0.44, 29.07, -1.78], [-0.01, 33.84, 0.56], [1.68, 32.67, -0.70], [2.56, 28.22, 4.16], [2.22, 30.41, 4.08], [5.68, 29.02, -0.18], [1.74, 24.85, -2.91], [-3.03, 30.28, -0.60], [3.75, 32.20, 3.08], [-1.21, 33.20, -0.46], [2.67, 26.01, 2.20], [3.75, 32.21, -2.43], [3.03, 24.38, 2.47], [-2.02, 25.00, -3.57], [-3.01, 31.34, 4.62], [-2.08, 26.83, 3.10], [-4.67, 30.25, -0.48]],
  "mulliken_charge": [-0.448, -0.818, -0.483, -0.467, -0.954, -0.743, -0.748, -0.748, 0.954, -0.761, -0.639, -0.663, -0.751, -0.261, -0.684, 0.535, -0.263, -0.292, -0.393, -0.509, -0.321, 1.917, 0.390, -0.372, -0.216, 0.166, 0.908, -0.109, 0.008, 3.169, 0.323, 0.052, -1.224, -0.659, -0.880, 0.510, 0.384, 0.156, -1.296, -0.182, 1.279, 1.711, -1.174, -0.610, -0.353, 0.251, 0.255, -0.010, 0.241, 0.353, 0.176, 0.662, 0.217, -1.167, 0.338, -1.080, 0.170, -0.072, 0.395, 0.439, 0.393, -0.298, 0.222, -0.293, -0.642, 0.314, -1.142, 0.316, 0.163, 0.371, -0.798, -0.385, 0.287, 0.176, -0.704, 0.365, 0.382, 0.316, -0.119, -0.443, 0.174, 0.202, 0.341, 0.188, 0.355, -0.751, 0.430, 0.561, -0.036, 0.367, 0.215, 0.439, -1.591, 0.336, 0.275, 0.315, 0.410, 0.398, -0.120, 0.274, -0.678, 0.443, 0.061, -0.251, 0.192, 0.618, 0.402, -0.200, 0.346, 0.431, -0.022, 0.152, 0.418, 0.285, 0.223, 0.281, 0.426],
  "charge": 0,
  "fmax_ev_per_a": 8.554,
  "orbital_gap_ev": 8.2
}

Entry 6:
{
  "formula": "C25H48BrNO2P2Pt",
  "method": "ωB97M-V with the def2-TZVPD basis set",
  "species": ["Pt", "Br", "P", "P", "O", "O", "N", "C", "C", "C", "C", "C", "C", "C", "C", "C", "C", "C", "C", "C", "C", "C", "C", "C", "C", "C", "C", "C", "C", "C", "C", "C", "H", "H", "H", "H", "H", "H", "H", "H", "H", "H", "H", "H", "H", "H", "H", "H", "H", "H", "H", "H", "H", "H", "H", "H", "H", "H", "H", "H", "H", "H", "H", "H", "H", "H", "H", "H", "H", "H", "H", "H", "H", "H", "H", "H", "H", "H", "H", "H"],
  "coordinates": [[0.33, 0.22, -0.59], [-3.73, 0.76, 5.95], [2.17, -0.94, 0.76], [-1.98, 0.75, -1.31], [1.00, 2.97, 0.55], [1.47, -0.20, -3.39], [-0.93, 1.69, 3.14], [1.07, 0.02, -2.28], [-1.45, 1.49, -4.00], [-0.38, 2.83, 3.61], [2.44, -2.71, 0.27], [-3.23, 1.46, -0.13], [-1.90, 1.10, 3.86], [4.01, 0.29, -0.99], [-1.83, 2.04, -2.63], [2.42, -2.94, -1.24], [-3.82, 0.44, 0.87], [4.14, 1.05, 1.39], [-2.34, 1.64, 5.07], [-3.06, 2.95, -2.81], [0.76, 1.89, 0.10], [2.14, -1.17, 2.62], [1.31, -2.37, 3.11], [-0.76, 3.43, 4.81], [-2.94, -0.66, -2.01], [-2.74, 2.74, 0.55], [-2.14, -1.52, -3.00], [-1.76, 2.83, 5.57], [3.70, -3.36, 0.87], [-4.28, -0.26, -2.64], [3.82, -0.14, 0.48], [1.70, 0.10, 3.38], [5.13, 1.44, 1.11], [-2.89, 3.63, -3.66], [-1.13, -1.74, -2.63], [0.38, 3.24, 2.95], [1.74, -3.36, 2.86], [5.06, 0.59, -1.12], [1.47, -2.63, -1.69], [-2.31, 1.01, -4.51], [-0.34, 4.35, 5.16], [-4.94, 0.28, -1.96], [-3.96, 2.36, -3.03], [-0.69, -0.08, 2.07], [-2.33, 0.18, 3.48], [3.79, -0.48, -1.73], [2.54, -4.02, -1.42], [0.31, -2.30, 2.68], [-4.29, 0.97, 1.70], [3.83, -3.18, 1.95], [-1.00, 2.65, -2.24], [-1.17, 2.36, -4.62], [3.61, -4.44, 0.73], [0.61, 0.14, 3.49], [1.95, 1.07, 2.92], [-2.06, -1.02, -3.98], [-3.26, 3.58, -1.93], [-3.16, -1.26, -1.11], [3.42, 1.87, 1.30], [-4.56, -0.20, 0.38], [-3.02, -0.19, 1.28], [3.25, -2.42, -1.74], [1.55, -3.20, 0.70], [-1.29, -0.29, 1.64], [4.54, -0.94, 0.72], [4.60, -3.01, 0.34], [-4.79, -1.19, -2.92], [-2.12, 3.26, 6.52], [-0.60, 0.80, -4.00], [-2.02, 2.47, 1.34], [3.20, -1.40, 2.84], [-3.60, 3.26, 0.99], [-2.25, 3.45, -0.12], [3.38, 1.17, -1.21], [-4.07, 1.72, -0.77], [4.19, 0.75, 2.44], [-2.66, -2.48, -3.15], [2.21, 0.11, 4.36], [-4.16, 0.32, -3.56], [1.24, -2.33, 4.20]],
  "lowdin_spin": [0.914, 0.448, 0.334, 0.318, 0.097, 0.112, 0.014, 0.221, 0.004, 0.163, 0.061, 0.060, 0.151, 0.008, 0.051, 0.012, 0.003, 0.008, 0.164, 0.030, 0.224, 0.061, 0.003, 0.006, 0.067, 0.004, 0.013, 0.051, 0.037, 0.039, 0.074, 0.005, 0.003, 0.005, 0.011, 0.006, 0.000, 0.001, 0.009, 0.000, -0.001, 0.001, 0.001, 0.046, 0.003, 0.001, 0.000, 0.002, 0.001, 0.001, 0.006, 0.001, 0.006, 0.001, 0.002, 0.000, 0.001, 0.000, 0.003, 0.000, 0.002, 0.000, 0.001, 0.048, 0.020, 0.002, 0.011, 0.000, 0.003, 0.002, 0.019, 0.000, 0.000, 0.004, 0.017, 0.000, 0.000, 0.000, 0.001, 0.001],
  "spin_multiplicity": 5,
  "charge": 4,
  "fmax_ev_per_a": 11.209,
  "orbital_gap_ev": [8.6, 4.7],
  "s_squared": 6.0290
}